62
Properties=species:S:1:pos:R:3 method="wB97M-V/def2-TZVPD" spin_multiplicity=1 e_tot_ha=-4212.24791 gap_ev=1.04 lumo_energy_ev=-5.90
C 0.899 0.218 2.292
O 0.580 0.312 0.883
B 0.061 -0.893 0.415
O -1.263 -1.233 0.655
C 1.137 -1.716 -0.392
C 1.255 -1.676 -1.729
C 0.445 -0.897 -2.815
C 0.181 0.635 -2.530
C 1.439 1.570 -2.461
O 2.352 1.276 -1.414
C 2.379 -2.595 -2.199
O 2.959 -2.612 -3.271
O 2.535 -3.449 -1.142
C 2.250 -2.729 0.050
O 2.724 -2.817 1.098
H 1.471 1.093 2.662
H 1.575 -0.677 2.407
H -0.033 0.139 2.898
H -1.790 -0.627 0.091
H -0.602 -1.406 -2.900
H 0.975 -1.038 -3.856
H -0.458 0.829 -1.629
H -0.431 0.996 -3.408
H 1.040 2.602 -2.251
H 1.986 1.679 -3.474
H 1.965 1.544 -0.517
Li 3.473 0.147 -3.516
N -4.415 0.208 3.135
S -3.727 1.337 2.275
O -4.452 2.560 2.108
O -2.924 0.910 1.163
F -2.605 1.788 3.310
S -5.659 -0.422 2.406
O -6.483 -1.204 3.278
O -5.451 -0.974 1.097
F -6.600 0.831 2.116
F 1.223 2.236 0.346
Ca -0.355 -2.596 -3.973
Cl 0.390 -4.616 0.074
C -4.586 -4.018 -4.801
O -5.629 -3.471 -5.170
O -3.525 -3.388 -4.468
O -4.435 -5.280 -4.697
O -6.235 -7.944 -4.202
H -6.193 -8.716 -3.600
H -6.505 -8.207 -5.105
H -5.377 -7.443 -4.213
C 3.646 5.897 3.852
C 3.919 4.398 3.886
C 3.224 3.641 2.756
C 1.769 3.695 2.871
N 0.627 3.746 2.964
H 2.587 6.115 4.000
H 4.199 6.401 4.651
H 3.957 6.332 2.898
H 3.613 3.996 4.855
H 5.001 4.235 3.801
H 3.542 2.596 2.780
H 3.534 4.041 1.788
Mg 6.048 6.485 5.014
O 4.755 -0.717 -0.343
H 4.019 -1.128 -0.801

---

13
Properties=species:S:1:pos:R:3 method="wB97M-V/def2-TZVPD" spin_multiplicity=1 e_tot_ha=-357.00687 gap_ev="8.82 / 8.82" charge=+1 lumo_energy_ev="-4.73 / -4.73"
C 0.945 0.966 -0.476
C 0.158 -1.347 -0.647
C -1.057 0.541 0.841
N -1.741 0.242 1.740
N -0.040 1.320 0.443
N 1.095 -0.294 -0.867
O -2.459 -0.243 2.498
H 1.723 1.787 -0.843
H 0.479 -2.287 -0.939
H -0.892 -1.169 -1.229
H 0.123 -1.369 0.415
H -0.186 2.330 0.675
H 1.854 -0.476 -1.611

---

13
Properties=species:S:1:pos:R:3 method="wB97M-V/def2-TZVPD" spin_multiplicity=1 e_tot_ha=-319.87736 gap_ev="8.82 / 8.82" charge=+1 lumo_energy_ev="-5.81 / -5.81" smiles="C=NC1=[NH+]CN=C1"
C 0.689 1.286 0.000
C -0.248 0.324 0.042
C -2.726 0.061 -0.113
C 1.976 -0.416 -0.072
N 1.886 0.935 -0.083
N -1.512 0.173 0.096
N 0.668 -1.172 -0.138
H 0.347 2.278 -0.002
H -3.427 -0.130 0.732
H -3.080 0.151 -1.167
H 2.516 -1.016 -0.918
H 2.375 -0.608 0.992
H 0.536 -1.865 0.631

---

85
Properties=species:S:1:pos:R:3 method="wB97M-V/def2-TZVPD" spin_multiplicity=2 e_tot_ha=-2755.90027 gap_ev="7.40 / 7.35" charge=+1 s_squared=0.755 lumo_energy_ev="-3.23 / -3.22"
Ru 0.298 -0.238 -0.099
O -2.890 -1.191 2.244
C -1.789 -1.078 1.753
O -1.464 -1.250 0.513
C -0.595 -0.771 2.632
C -0.608 -1.033 3.989
C 0.544 -0.802 4.720
C 1.647 -0.261 4.076
C 1.575 0.001 2.721
N 0.485 -0.288 2.005
H -1.515 -1.422 4.429
H 0.582 -1.029 5.777
H 2.559 -0.037 4.610
H 2.405 0.433 2.176
F 6.533 -1.005 0.420
C 5.523 -0.668 -0.401
F 5.356 0.654 -0.307
F 5.929 -0.939 -1.653
C 4.279 -1.446 -0.059
C 4.419 -2.780 0.271
C 3.306 -3.548 0.597
C 2.070 -2.942 0.552
N 1.922 -1.667 0.192
C 2.990 -0.896 -0.097
S 2.447 0.701 -0.466
H 5.409 -3.219 0.294
H 3.401 -4.583 0.889
H 1.167 -3.470 0.837
C -1.404 -4.421 -3.586
C -1.961 -4.131 -2.196
C -1.495 -5.192 -1.198
C -3.484 -4.087 -2.234
N -1.546 -2.766 -1.789
N -0.172 -2.584 -1.448
H -1.681 -5.426 -3.904
H -0.313 -4.368 -3.604
H -1.799 -3.712 -4.315
H -1.956 -6.151 -1.432
H -1.787 -4.923 -0.179
H -0.414 -5.343 -1.230
H -3.884 -5.038 -2.586
H -3.829 -3.301 -2.909
H -3.895 -3.895 -1.240
H -2.050 -2.484 -0.949
H 0.399 -2.681 -2.283
H 0.112 -3.311 -0.799
C 3.079 5.264 2.414
O 1.969 4.781 1.663
C 0.980 4.140 2.340
C 1.027 3.782 3.677
C -0.071 3.153 4.253
C -1.206 2.876 3.510
C -1.261 3.244 2.175
C -0.173 3.869 1.596
N -0.201 4.423 0.294
C -0.998 4.228 -0.724
C -1.920 3.202 -1.008
C -2.955 3.548 -1.923
C -3.911 2.650 -2.285
C -3.838 1.342 -1.764
C -2.820 0.947 -0.939
C -1.805 1.852 -0.544
O -0.782 1.481 0.155
H 2.745 5.873 3.255
H 3.663 5.872 1.731
H 3.690 4.434 2.774
H 1.905 3.989 4.272
H -0.031 2.880 5.299
H -2.057 2.385 3.964
H -2.157 3.064 1.596
H 0.449 5.196 0.202
H -0.944 5.032 -1.454
H -2.986 4.561 -2.307
H -4.708 2.928 -2.958
H -4.604 0.624 -2.029
H -2.770 -0.061 -0.550
N -0.816 -0.192 -3.085
C -0.780 0.464 -4.249
C 0.098 1.516 -4.109
C 0.550 1.417 -2.794
N 0.003 0.369 -2.178
H -1.398 -1.013 -2.812
H -1.390 0.150 -5.080
H 0.366 2.254 -4.843
H 1.232 2.064 -2.271

---

38
Properties=species:S:1:pos:R:3 method="wB97M-V/def2-TZVPD" spin_multiplicity=5 e_tot_ha=-4530.92969 gap_ev="7.16 / 7.09" s_squared=6.008 lumo_energy_ev="-1.00 / -0.98"
Ni -1.782 -0.231 4.049
Ni -0.284 0.400 1.924
O -2.056 1.220 2.641
H -2.465 2.029 2.362
O 0.123 0.314 4.053
H 0.851 0.273 4.661
O 0.794 1.779 0.996
H 1.603 2.236 1.200
O -1.225 -1.247 2.510
H -1.192 -2.131 2.166
C -3.088 2.584 -0.836
C -1.778 2.252 -1.543
O -1.691 0.929 -2.132
C -1.425 -0.042 -1.288
O -1.161 0.177 -0.148
C -1.540 -1.457 -1.878
F -2.284 -2.189 -1.057
F -2.101 -1.464 -3.085
F -0.338 -2.017 -1.982
H -3.940 2.132 -1.337
H -3.078 3.644 -0.601
H -3.004 2.077 0.133
H -0.917 2.558 -0.952
H -1.791 2.797 -2.491
C 3.632 0.522 -1.442
C 2.251 -0.178 -1.435
O 2.374 -1.503 -0.884
C 1.765 -1.856 0.213
O 1.206 -1.050 0.893
C 1.856 -3.351 0.610
F 0.652 -3.805 0.916
F 2.367 -4.060 -0.400
F 2.673 -3.496 1.651
H 4.249 0.176 -0.618
H 3.420 1.576 -1.287
H 4.036 0.203 -2.400
H 1.720 -0.197 -2.386
H 1.566 0.396 -0.798